Below is 2 unconnected molecules or ions with the total composition C4H8Si at a distorted geometry, with properties calculated with wB97M-V/def2-TZVPD.

```
13
Properties=species:S:1:pos:R:3:forces:R:3:lowdin_charge:R:1
C 2.185 -0.991 -0.118 2.4 -1.4 0.8 -0.153
C 2.081 0.050 0.882 -0.2 2.1 -2.3 -0.127
C 2.507 0.324 -0.694 -1.8 0.2 1.4 -0.139
C 1.600 1.140 0.052 0.6 0.4 0.0 0.040
Si -2.527 0.835 -0.128 1.3 0.4 -2.3 0.559
H 2.984 -1.711 0.051 -0.1 -0.3 -0.4 0.112
H 1.268 -1.356 -0.378 -2.1 -1.4 -0.9 0.066
H 2.667 0.202 1.731 0.5 -0.1 1.5 0.095
H 3.357 0.525 -1.296 0.6 0.5 -0.2 0.106
H -1.552 -0.272 -0.547 -0.3 0.9 -0.4 -0.120
H -2.956 0.156 1.006 -0.8 -0.1 2.1 -0.173
H -3.630 1.126 -1.038 -0.6 -0.8 -0.4 -0.151
H -2.049 2.247 -0.294 0.5 -0.5 1.0 -0.114
```
Positions in Å, forces in eV/Å.

Properties
Kohn-Sham gap: 0.348 hartree
Spin multiplicity: 1
HOMO: -8.6 eV
Relative energy (zero: lowest compared OMol25 entry of this formula, charge and spin): 5.402 eV